Molecular formula: C44H52As2FN5O5PY
Method: DFT, ωB97M-V/def2-TZVPD

CARTESIAN COORDINATES (ANGSTROEM)
Y 0.807 0.529 0.207
As -0.727 0.150 2.518
As -0.015 3.112 0.901
P 3.432 -1.073 0.224
F 2.319 3.362 -5.861
O 1.112 -1.510 -4.021
O 2.714 0.080 0.956
O -0.732 -0.196 -1.213
O 4.035 1.208 -6.185
O 0.905 1.148 -1.854
N 4.264 -0.466 -1.024
N 4.230 -1.919 1.338
N 2.186 -1.945 -0.462
N 0.443 0.621 -4.465
N 2.480 -0.172 -5.256
C -0.403 -0.964 4.020
C 1.691 4.200 3.009
C 0.814 1.906 -4.868
C 5.050 -3.133 1.080
C 6.048 1.071 -1.569
C -5.018 -1.053 0.976
C 1.621 3.726 1.704
C -1.788 5.340 -2.115
C 0.712 -1.797 4.041
C 2.948 1.075 -5.695
C -0.973 1.897 3.364
C -2.505 -0.319 1.923
C -1.659 6.643 -1.654
C -0.662 4.552 -0.147
C -3.166 0.480 0.992
C 5.446 -3.637 2.485
C 4.054 4.584 2.737
C -1.031 6.900 -0.442
C 1.292 -2.712 0.447
C 0.091 -2.552 6.237
C 2.772 3.681 0.919
C 3.985 4.116 1.432
C -1.283 4.288 -1.362
C -1.269 -0.918 5.108
C 1.543 -4.009 -1.536
C 0.497 -3.581 -0.517
C -4.424 0.121 0.530
C -1.259 3.034 2.393
C -0.648 0.414 -3.542
C -1.018 -1.715 6.216
C -0.158 0.475 -2.125
C 4.633 -2.788 3.463
C 6.583 -0.353 -1.426
C 4.454 -1.464 2.738
C 4.584 1.001 -1.087
C 1.325 -0.438 -4.561
C 2.909 4.628 3.522
C 0.956 -2.594 5.153
C -3.097 -1.501 2.358
C -0.527 5.854 0.318
C -4.353 -1.863 1.884
C 2.452 -2.786 -1.697
C 5.357 -1.192 -1.729
C 1.975 2.146 -5.462
H -1.065 -0.581 -3.678
H 0.099 2.698 -4.691
H -2.247 2.942 1.943
H -2.597 -2.145 3.067
H 3.908 1.489 -1.789
H 1.100 -4.293 -2.488
H 4.453 1.459 -0.110
H 3.497 -3.082 -1.753
H -1.236 4.002 2.891
H -2.146 -0.283 5.101
H -4.812 -2.779 2.232
H 6.513 -3.481 2.643
H 3.654 -3.240 3.642
H 3.103 -0.956 -5.396
H 6.623 1.791 -0.991
H 6.083 1.382 -2.613
H -1.781 1.787 4.084
H -1.692 -1.683 7.063
H -1.433 1.150 -3.719
H -2.047 7.464 -2.242
H -5.998 -1.336 0.615
H 6.913 -0.543 -0.401
H -0.025 6.066 1.255
H 0.003 -4.410 -0.013
H -1.384 3.272 -1.725
H 0.280 -3.173 7.103
H 3.613 -0.875 3.091
H 2.210 -2.202 -2.581
H 1.868 -3.297 1.169
H 7.413 -0.566 -2.098
H 5.429 -2.228 -1.410
H 2.114 -4.861 -1.163
H -0.931 7.919 -0.090
H 4.872 4.106 0.811
H 0.613 -2.057 1.005
H 5.355 -0.849 2.801
H 1.399 -1.830 3.204
H 5.936 -2.891 0.497
H 4.998 4.924 3.142
H -2.719 1.392 0.615
H -0.051 2.070 3.919
H -2.279 5.149 -3.060
H 2.959 5.005 4.535
H 5.130 -2.664 4.424
H 4.465 -3.871 0.528
H -4.939 0.755 -0.180
H 2.726 3.350 -0.115
H 5.139 -1.191 -2.799
H 1.821 -3.245 5.176
H 5.254 -4.702 2.596
H -0.267 -2.969 -1.004
H 0.810 4.258 3.633

As for the gap between HOMO and LUMO: 8.57 eV. The calculation puts the LUMO energy at -0.1832 Ha. Its total charge is +2. The calculation puts the max |F| at 1.3 eV/Å. The calculation puts the calculated total energy at -198880.468 eV.

Atom charges from the Mulliken analysis, given in e for atoms 1 to 8: Y -0.38; As 1.87; As 1.41; P -1.60; F -0.30; O -0.70; O -0.85; O -0.70